(1)
ORCA calculation (the ωB97M-V functional and the def2-TZVPD basis) on C49H41Br2N2O4SSb2W as an isolated structure at a distorted geometry.

```
102
Properties=species:S:1:pos:R:3:forces:R:3:mulliken_charge:R:1
W 1.353 0.092 1.023 1.6 -1.0 0.4 -1.318
Br 7.358 -2.666 4.844 0.0 0.0 0.0 -0.156
C 5.857 -1.670 4.295 0.0 0.0 0.0 0.061
C 4.860 -1.375 5.214 0.0 0.0 0.0 -0.842
C 3.756 -0.645 4.813 0.0 0.0 0.0 -0.661
C 3.656 -0.214 3.496 0.0 0.0 0.0 0.173
C 4.646 -0.536 2.577 0.0 0.0 0.0 0.391
C 5.757 -1.258 2.974 0.0 0.0 0.0 -1.058
N 2.561 0.549 3.017 -0.2 0.1 0.0 0.478
C 1.868 1.307 3.767 0.0 0.0 0.1 -0.909
C 0.825 2.132 3.152 0.0 0.1 0.0 0.918
C 0.165 3.121 3.843 0.0 0.0 0.0 -1.012
C -0.703 3.964 3.152 0.0 0.0 0.0 -0.653
C -0.848 3.812 1.788 0.0 0.0 0.0 -0.783
C -0.165 2.788 1.151 0.0 -0.1 0.0 -0.583
N 0.633 1.955 1.823 -0.5 0.0 0.0 1.143
H 4.941 -1.726 6.233 0.0 0.0 0.0 0.436
H 2.961 -0.459 5.524 0.0 0.0 0.0 0.461
H 4.560 -0.204 1.548 0.0 0.0 0.0 0.266
H 6.535 -1.504 2.266 0.0 0.0 0.0 0.497
H 2.067 1.437 4.828 0.0 0.0 0.0 0.518
H 0.332 3.235 4.905 0.0 0.0 0.0 0.601
H -1.248 4.736 3.678 0.0 0.0 0.0 0.482
H -1.496 4.456 1.212 0.0 0.0 0.0 0.477
H -0.256 2.618 0.088 0.0 0.0 0.0 0.733
O 0.383 -2.618 3.587 0.2 0.0 0.0 -0.610
S 0.236 -2.059 2.277 0.1 0.5 0.8 0.716
O 1.811 -1.644 1.707 -0.2 0.7 0.0 -0.616
O -0.090 -0.502 2.423 0.0 -0.1 0.0 -0.515
O 0.350 -0.524 -0.146 -1.8 1.9 0.5 1.902
Br 3.485 3.283 1.743 0.1 0.2 -0.2 -0.026
C 4.489 2.295 0.466 0.0 0.0 0.0 1.052
C 5.837 2.545 0.478 0.1 0.0 0.0 -0.598
C 6.665 2.056 -0.543 -0.1 0.0 0.1 -0.956
C 6.089 1.420 -1.604 -0.1 -0.1 0.0 -1.049
C 4.697 1.181 -1.637 0.1 0.0 0.0 0.781
C 4.124 0.678 -2.834 -0.3 0.7 0.0 -0.533
C 2.775 0.531 -2.953 0.9 2.0 0.0 -1.782
C 1.981 0.683 -1.809 0.0 0.8 0.4 -0.087
C 2.485 1.041 -0.549 -0.1 0.0 0.4 0.654
C 3.859 1.515 -0.533 0.3 -0.1 0.1 0.190
H 6.252 3.160 1.264 0.0 0.0 0.0 0.461
H 7.729 2.247 -0.513 0.0 0.0 0.0 0.463
H 6.683 1.106 -2.453 0.0 0.0 0.0 0.423
H 4.785 0.455 -3.663 0.0 0.0 0.0 0.461
H 2.318 0.212 -3.880 0.3 0.7 0.1 0.816
H 0.934 0.439 -1.918 0.1 0.4 0.1 1.085
C -3.446 -1.255 0.916 -0.1 0.1 0.2 -1.000
C -3.694 -2.315 -0.142 0.1 0.1 -0.1 -0.835
C -2.420 -2.823 -0.806 0.0 -0.1 -0.1 -0.867
Sb -1.511 -1.405 -2.167 0.0 -0.4 -0.4 0.646
C -1.823 -2.527 -3.955 0.1 0.0 -0.1 0.371
C -2.321 -1.869 -5.077 -0.1 0.0 0.0 -0.544
C -2.473 -2.541 -6.284 0.0 0.0 0.0 -0.589
C -2.125 -3.879 -6.378 0.0 0.0 0.0 -0.449
C -1.630 -4.547 -5.264 0.0 0.0 0.0 -0.745
C -1.479 -3.873 -4.062 0.0 0.0 0.0 -0.124
C 0.543 -1.975 -1.914 0.3 -1.0 -1.2 0.237
C 1.442 -1.552 -2.894 -0.8 -1.9 0.0 -1.644
C 2.802 -1.800 -2.772 0.2 -1.8 0.0 -0.002
C 3.290 -2.465 -1.655 0.1 0.2 -0.5 -1.189
C 2.408 -2.891 -0.673 -0.3 -0.1 0.0 -0.919
C 1.045 -2.648 -0.805 0.4 -1.1 -0.6 -0.708
Sb -2.763 0.685 0.230 -0.1 0.1 0.0 0.094
C -3.617 1.765 1.870 0.0 -0.1 0.1 0.431
C -3.103 1.490 3.139 0.0 0.0 0.0 -0.295
C -3.548 2.188 4.252 0.0 0.0 0.0 -0.762
C -4.505 3.186 4.108 0.0 0.0 0.0 -0.580
C -5.017 3.472 2.850 0.0 0.0 0.0 -0.582
C -4.578 2.764 1.737 0.1 0.1 0.0 -0.681
C -4.312 0.979 -1.208 -0.1 0.1 0.1 0.424
C -5.648 0.710 -0.916 0.0 0.0 0.0 -0.189
C -6.633 0.893 -1.876 0.0 0.0 0.0 -0.784
C -6.291 1.351 -3.142 0.0 0.0 0.0 -0.488
C -4.966 1.628 -3.443 0.0 0.0 0.0 -0.606
C -3.983 1.444 -2.479 0.0 0.0 0.0 -0.758
H -2.706 -1.608 1.640 0.0 0.0 0.0 0.530
H -4.361 -1.045 1.474 0.0 0.0 0.0 0.603
H -4.384 -1.937 -0.902 0.0 0.0 0.0 0.243
H -4.207 -3.155 0.339 0.1 0.0 0.0 0.511
H -2.645 -3.695 -1.423 0.1 0.0 0.0 0.600
H -1.686 -3.129 -0.059 0.0 0.0 0.0 0.300
H -2.606 -0.824 -5.010 0.0 0.0 0.0 0.293
H -2.863 -2.019 -7.148 0.0 0.0 0.0 0.407
H -2.237 -4.405 -7.317 0.0 0.0 0.0 0.386
H -1.358 -5.592 -5.335 0.0 0.0 0.0 0.401
H -1.078 -4.404 -3.205 0.0 0.0 0.0 0.333
H 1.076 -1.043 -3.781 -0.2 -0.2 0.1 0.637
H 3.482 -1.478 -3.552 -0.1 -0.6 0.1 0.932
H 4.350 -2.662 -1.558 0.0 0.0 0.0 0.447
H 2.778 -3.421 0.196 0.0 0.0 -0.1 0.530
H 0.382 -2.999 -0.024 0.0 0.0 -0.3 0.922
H -2.350 0.715 3.264 0.0 0.0 0.0 0.363
H -3.158 1.950 5.235 0.0 0.0 0.0 0.469
H -4.860 3.728 4.974 0.0 0.0 0.0 0.392
H -5.769 4.243 2.735 0.0 0.0 0.0 0.433
H -4.992 2.994 0.762 0.0 0.0 0.0 0.434
H -5.930 0.352 0.069 0.0 0.0 0.0 0.426
H -7.666 0.675 -1.638 0.0 0.0 0.0 0.424
H -7.059 1.491 -3.892 0.0 0.0 0.0 0.395
H -4.697 1.986 -4.429 0.0 0.0 0.0 0.436
H -2.948 1.650 -2.730 0.0 0.0 0.0 0.397
```
Positions in Å, forces in eV/Å.

The total charge is +1. The total energy is -228460.5140 eV. For the HOMO-LUMO gap, the calculation gives 5.06 eV. The molar mass is 1341.11 g/mol. The calculation puts the HOMO energy at -9.89 eV. The value obtained for the LUMO energy is -4.84 eV.

=====

(2)
ORCA calculation (the ωB97M-V functional and the def2-TZVPD basis) on one molecule with the formula C3HNOS at a distorted geometry.

```
7
Properties=species:S:1:pos:R:3:forces:R:3:mulliken_charge:R:1
C 1.086 0.200 0.486 -1.7 1.5 -1.8 -0.287
C 0.150 -0.901 -0.007 -0.5 -0.8 1.2 0.628
C -1.314 -0.468 -0.377 0.9 -1.3 0.3 0.148
H 1.957 -0.069 1.028 0.6 -0.6 0.4 0.364
N -2.458 -0.604 -0.481 0.9 0.6 0.0 -0.327
O 0.420 -2.080 0.078 -0.5 1.9 -0.6 -0.412
S 0.772 1.747 0.069 0.3 -1.3 0.5 -0.113
```
Positions in Å, forces in eV/Å.

The total charge is 0. The SMILES is N#CC(=O)C=S. The total energy is -17497.6457 eV. For the HOMO-LUMO gap, the calculation gives 7.82 eV. The molar mass is 99.11 g/mol. The calculation puts the HOMO energy at -10.19 eV. The value obtained for the LUMO energy is -2.38 eV.

=====

(3)
ORCA calculation (the ωB97M-V functional and the def2-TZVPD basis) on C12H17CdF6O3P as an isolated structure at a distorted geometry.

```
40
Properties=species:S:1:pos:R:3:forces:R:3:mulliken_charge:R:1
C -2.807 -2.602 -2.088 0.0 0.1 0.0 -1.225
C -1.989 -1.975 -1.030 -0.3 0.7 0.2 0.816
O -2.021 -0.838 -0.644 0.1 -0.3 -0.1 -0.488
O -1.071 -2.866 -0.510 0.5 -0.1 0.0 -0.309
C -0.531 -2.569 0.714 -0.3 -0.3 -0.1 0.467
O -1.184 -2.363 1.677 -0.2 0.2 0.3 -0.422
C 0.975 -2.655 0.721 0.6 0.0 -0.1 -0.634
P 1.862 -1.143 0.225 -0.5 0.0 0.3 0.082
C 1.310 -0.509 -1.359 0.5 -0.1 -0.3 -0.709
C 1.377 -1.493 -2.525 0.0 0.2 0.0 -0.794
C 0.850 -0.855 -3.796 0.1 0.1 0.0 -0.568
F 1.858 -0.075 -4.347 -0.2 0.0 0.1 -0.310
C 1.684 0.207 1.432 0.1 -0.2 -0.2 -0.560
C 0.262 0.343 1.992 0.3 0.3 0.1 -0.564
C 0.030 1.706 2.658 -0.1 -0.3 0.0 -1.433
C 0.112 2.870 1.707 0.0 0.3 -0.2 1.110
F -0.222 2.529 0.437 0.2 0.1 0.2 -0.261
F 1.360 3.400 1.679 -0.2 -0.2 -0.1 -0.316
C -0.866 4.049 2.081 0.3 0.5 -0.1 0.499
F -1.916 4.151 1.305 -0.2 -0.3 -0.1 -0.214
F -0.181 5.306 1.885 0.7 -1.8 -0.1 -0.358
F -1.235 4.087 3.336 0.0 -0.2 0.2 -0.219
H -2.170 -3.113 -2.800 0.1 -0.1 -0.2 0.340
H -3.394 -1.834 -2.568 -0.2 0.1 -0.2 0.358
H -3.450 -3.352 -1.640 -0.2 -0.1 0.1 0.362
H 1.296 -3.438 0.038 0.0 -0.1 -0.2 0.515
H 1.301 -2.934 1.717 0.1 0.0 0.2 0.534
H 1.999 0.308 -1.572 0.0 0.3 0.0 0.698
H 0.320 -0.065 -1.223 -0.3 0.0 0.1 0.396
H 0.842 -2.413 -2.324 -0.2 -0.2 0.1 0.466
H 2.420 -1.732 -2.704 0.2 -0.3 -0.1 0.447
H 0.002 -0.203 -3.590 -0.1 0.1 0.0 0.295
H 0.542 -1.605 -4.517 0.1 -0.1 -0.2 0.348
H 2.426 0.087 2.214 0.1 0.0 0.2 0.496
H 1.957 1.083 0.853 0.2 0.2 -0.1 0.308
H 0.099 -0.397 2.764 -0.2 -0.3 0.0 0.637
H -0.476 0.209 1.214 -0.3 -0.1 -0.2 0.272
H 0.739 1.866 3.462 0.1 0.2 0.2 0.459
H -0.958 1.665 3.107 -0.2 0.0 0.1 0.546
Cd -1.152 7.165 2.018 -0.8 1.8 0.1 0.937
```
Positions in Å, forces in eV/Å.

The total charge is +2. The total energy is -48999.9128 eV. For the HOMO-LUMO gap, the calculation gives 1.61 eV. The molar mass is 466.64 g/mol. The calculation puts the HOMO energy at -13.44 eV. The value obtained for the LUMO energy is -11.83 eV.

=====

(4)
ORCA calculation (the ωB97M-V functional and the def2-TZVPD basis) on a 8-piece molecular cluster, C4H22BF4O7 overall at a distorted geometry.

```
38
Properties=species:S:1:pos:R:3:forces:R:3:mulliken_charge:R:1
B 0.706 2.074 0.115 -0.1 -2.4 0.7 0.622
F -0.173 3.103 0.181 -0.9 1.4 -0.5 -0.365
F 0.096 0.839 -0.128 -1.6 -1.1 -0.2 -0.428
F 1.615 2.114 -0.913 1.5 1.4 -0.8 -0.407
F 1.256 1.897 1.389 1.2 0.6 0.8 -0.424
C -4.760 -1.687 5.720 -0.2 -0.4 0.0 -0.969
C -4.521 -0.897 4.470 -0.1 1.0 1.6 -0.201
O -4.665 0.450 5.030 0.2 0.0 -1.5 -0.526
H -5.704 -1.326 6.129 -0.4 -0.4 -0.2 0.276
H -4.069 -1.351 6.493 0.5 -0.7 -0.1 0.285
H -4.805 -2.748 5.474 0.2 -0.2 0.7 0.325
H -5.284 -1.173 3.742 0.0 0.6 -0.3 0.216
H -3.520 -0.991 4.050 -0.1 -0.3 -0.1 0.286
H -3.785 0.824 4.949 -0.1 0.4 0.0 0.308
C 2.244 -5.762 -2.997 -0.5 -1.5 -0.2 -1.019
C 0.973 -4.932 -3.169 1.9 0.9 0.9 -0.112
O 0.876 -4.383 -4.465 -0.4 -0.7 -0.6 -0.540
H 3.218 -5.315 -3.198 -0.3 0.4 0.0 0.288
H 2.165 -6.671 -3.593 0.1 0.0 -0.5 0.287
H 2.246 -6.194 -1.996 0.1 0.4 0.4 0.328
H 1.114 -4.155 -2.418 -0.6 0.4 0.0 0.224
H 0.128 -5.545 -2.856 -0.3 0.1 -0.5 0.221
H 0.931 -3.426 -4.521 0.0 -0.1 0.6 0.324
O 1.652 0.656 -5.521 -0.1 -0.2 -0.2 -0.646
H 2.120 1.335 -6.008 0.1 0.1 -0.1 0.305
H 1.591 1.000 -4.630 -0.1 0.1 0.4 0.341
O 1.032 -2.858 3.133 0.0 -0.3 0.2 -0.657
H 0.516 -2.569 2.380 -0.1 0.2 -0.2 0.332
H 1.719 -2.197 3.220 0.1 0.2 0.0 0.325
O -0.175 5.771 -4.592 -0.2 0.2 -0.1 -0.645
H -0.097 5.145 -3.871 0.0 -0.2 0.3 0.338
H 0.630 5.656 -5.097 0.2 0.0 -0.1 0.308
O 5.222 4.092 1.115 0.4 0.2 0.1 -0.653
H 4.356 4.135 1.520 -0.3 0.0 0.0 0.334
H 5.292 3.194 0.793 -0.1 -0.2 -0.1 0.319
O 0.130 7.630 0.133 0.1 0.3 0.1 -0.653
H -0.231 7.415 -0.727 -0.1 -0.1 -0.2 0.315
H -0.038 6.852 0.665 0.0 -0.3 0.1 0.338
```
Positions in Å, forces in eV/Å.

The total charge is -1. The total energy is -30391.0726 eV. For the HOMO-LUMO gap, the calculation gives 10.22 eV. The molar mass is 269.02 g/mol. The calculation puts the HOMO energy at -7.79 eV. The value obtained for the LUMO energy is 2.43 eV.

=====

(5)
ORCA calculation (the ωB97M-V functional and the def2-TZVPD basis) on C8H18Cl2O3PSSn as an isolated structure at a distorted geometry.

```
34
Properties=species:S:1:pos:R:3:forces:R:3:mulliken_charge:R:1
C 3.452 5.028 0.112 -0.2 -0.1 0.2 -0.952
C 2.747 3.803 0.616 0.8 -0.2 -0.4 0.707
H 4.339 4.730 -0.451 -0.1 0.0 0.1 0.296
H 3.727 5.662 0.960 0.0 -0.1 -0.1 0.358
H 2.769 5.604 -0.520 0.1 0.0 0.1 0.343
O 3.047 2.663 0.465 -0.7 0.5 0.2 -0.418
Cl 1.248 4.248 1.571 0.1 -0.2 -0.1 -0.110
Sn -0.037 -0.583 0.438 -3.3 10.4 4.1 1.366
P -1.093 -0.068 -1.560 -3.6 1.3 -5.7 0.469
C -0.893 -1.237 -2.956 0.7 -0.6 0.9 -1.190
C -2.910 0.108 -1.409 0.2 -0.3 1.1 -1.109
H -0.722 2.309 -1.510 0.0 0.1 -0.2 0.408
H -1.158 1.780 -3.168 -0.1 -0.4 0.2 0.446
H 0.487 1.494 -2.525 -0.1 0.1 -0.1 0.410
C -0.576 1.538 -2.272 1.0 0.2 1.1 -1.161
H -3.115 0.838 -0.622 -0.2 0.0 -0.1 0.401
H -3.355 0.438 -2.354 0.4 -0.1 0.0 0.457
H -1.436 -0.889 -3.841 0.0 0.2 0.3 0.418
H -1.270 -2.221 -2.662 -0.1 0.0 -0.2 0.431
H -3.342 -0.852 -1.115 -0.1 0.1 -0.1 0.413
H 0.169 -1.336 -3.196 -0.1 0.0 -0.2 0.436
C 0.678 -2.129 -0.205 8.6 -12.8 -6.3 0.088
O 1.137 -3.123 -0.618 -2.7 4.7 2.2 -0.095
Cl -0.975 1.442 1.281 1.3 -0.9 0.0 -0.119
C 0.795 -2.655 3.374 3.3 0.1 -1.7 -0.943
S -0.434 -2.083 2.197 -2.1 -0.2 6.9 0.683
C -1.253 -3.619 1.616 -1.0 0.1 -0.5 -1.032
O -1.003 -0.999 3.136 -0.4 -2.1 -2.8 -0.534
H 1.399 -3.474 2.933 -0.5 0.0 0.5 0.394
H 0.381 -2.852 4.367 -0.7 0.0 -0.4 0.445
H 1.519 -1.791 3.435 -0.8 -0.7 0.2 0.369
H -1.938 -3.978 2.412 0.5 0.2 -0.2 0.431
H -1.880 -3.389 0.716 0.4 -0.1 0.7 0.426
H -0.506 -4.404 1.354 -0.2 0.7 0.4 0.464
```
Positions in Å, forces in eV/Å.

The total charge is +3. The total energy is -65692.7047 eV. For the HOMO-LUMO gap (alpha / beta), the calculation gives 3.61 / 2.78 eV. The molar mass is 414.89 g/mol. The calculation puts the HOMO energy (alpha / beta) at -18.75 / -18.55 eV. The value obtained for the LUMO energy (alpha / beta) is -15.15 / -15.77 eV.

=====

(6)
ORCA calculation (the ωB97M-V functional and the def2-TZVPD basis) on a 2-piece molecular cluster, C6H12O overall.

```
19
Properties=species:S:1:pos:R:3:forces:R:3:mulliken_charge:R:1
C -1.429 1.933 -0.238 0.0 0.0 0.0 -1.444
C -0.762 0.600 0.055 0.2 0.2 -0.2 0.622
O -1.541 -0.058 1.031 0.1 -0.2 0.1 -0.563
C -0.640 -0.257 -1.200 -0.1 -0.1 0.1 -0.016
C 0.609 -0.364 -1.988 0.1 0.0 0.0 -0.501
C 0.175 -1.508 -1.126 -0.1 0.3 -0.2 -0.438
C 1.763 -1.373 1.902 0.0 0.0 0.0 -0.832
H -0.852 2.500 -0.975 -0.1 -0.1 0.1 0.348
H -1.509 2.521 0.681 0.0 -0.1 -0.1 0.363
H -2.439 1.767 -0.628 0.1 0.0 0.0 0.346
H 0.257 0.787 0.435 -0.2 0.0 0.0 0.019
H -1.186 -0.953 1.122 -0.1 0.1 0.0 0.364
H -1.588 -0.400 -1.724 0.1 0.0 0.1 0.352
H 1.511 0.135 -1.625 -0.1 -0.1 0.0 0.203
H 0.594 -0.497 -3.068 0.0 0.0 0.2 0.276
H 1.356 -1.793 0.976 0.1 0.1 0.2 0.140
H 1.927 -0.297 1.794 0.0 -0.2 0.0 0.194
H 2.717 -1.857 2.126 -0.1 0.0 0.0 0.323
H 1.069 -1.547 2.727 0.1 0.0 -0.1 0.245
```
Positions in Å, forces in eV/Å.

The total charge is 0. The total energy is -8459.5004 eV. For the HOMO-LUMO gap, the calculation gives 8.67 eV. The molar mass is 100.16 g/mol. The calculation puts the HOMO energy at -9.28 eV. The value obtained for the LUMO energy is -0.61 eV.

=====

total charge of number 3 (C12H17CdF6O3P)?
+2

=====

What did the fourth record say?
ORCA calculation (the ωB97M-V functional and the def2-TZVPD basis) on a 8-piece molecular cluster, C4H22BF4O7 overall at a distorted geometry.

```
38
Properties=species:S:1:pos:R:3:forces:R:3:mulliken_charge:R:1
B 0.706 2.074 0.115 -0.1 -2.4 0.7 0.622
F -0.173 3.103 0.181 -0.9 1.4 -0.5 -0.365
F 0.096 0.839 -0.128 -1.6 -1.1 -0.2 -0.428
F 1.615 2.114 -0.913 1.5 1.4 -0.8 -0.407
F 1.256 1.897 1.389 1.2 0.6 0.8 -0.424
C -4.760 -1.687 5.720 -0.2 -0.4 0.0 -0.969
C -4.521 -0.897 4.470 -0.1 1.0 1.6 -0.201
O -4.665 0.450 5.030 0.2 0.0 -1.5 -0.526
H -5.704 -1.326 6.129 -0.4 -0.4 -0.2 0.276
H -4.069 -1.351 6.493 0.5 -0.7 -0.1 0.285
H -4.805 -2.748 5.474 0.2 -0.2 0.7 0.325
H -5.284 -1.173 3.742 0.0 0.6 -0.3 0.216
H -3.520 -0.991 4.050 -0.1 -0.3 -0.1 0.286
H -3.785 0.824 4.949 -0.1 0.4 0.0 0.308
C 2.244 -5.762 -2.997 -0.5 -1.5 -0.2 -1.019
C 0.973 -4.932 -3.169 1.9 0.9 0.9 -0.112
O 0.876 -4.383 -4.465 -0.4 -0.7 -0.6 -0.540
H 3.218 -5.315 -3.198 -0.3 0.4 0.0 0.288
H 2.165 -6.671 -3.593 0.1 0.0 -0.5 0.287
H 2.246 -6.194 -1.996 0.1 0.4 0.4 0.328
H 1.114 -4.155 -2.418 -0.6 0.4 0.0 0.224
H 0.128 -5.545 -2.856 -0.3 0.1 -0.5 0.221
H 0.931 -3.426 -4.521 0.0 -0.1 0.6 0.324
O 1.652 0.656 -5.521 -0.1 -0.2 -0.2 -0.646
H 2.120 1.335 -6.008 0.1 0.1 -0.1 0.305
H 1.591 1.000 -4.630 -0.1 0.1 0.4 0.341
O 1.032 -2.858 3.133 0.0 -0.3 0.2 -0.657
H 0.516 -2.569 2.380 -0.1 0.2 -0.2 0.332
H 1.719 -2.197 3.220 0.1 0.2 0.0 0.325
O -0.175 5.771 -4.592 -0.2 0.2 -0.1 -0.645
H -0.097 5.145 -3.871 0.0 -0.2 0.3 0.338
H 0.630 5.656 -5.097 0.2 0.0 -0.1 0.308
O 5.222 4.092 1.115 0.4 0.2 0.1 -0.653
H 4.356 4.135 1.520 -0.3 0.0 0.0 0.334
H 5.292 3.194 0.793 -0.1 -0.2 -0.1 0.319
O 0.130 7.630 0.133 0.1 0.3 0.1 -0.653
H -0.231 7.415 -0.727 -0.1 -0.1 -0.2 0.315
H -0.038 6.852 0.665 0.0 -0.3 0.1 0.338
```
Positions in Å, forces in eV/Å.

The total charge is -1. The total energy is -30391.0726 eV. For the HOMO-LUMO gap, the calculation gives 10.22 eV. The molar mass is 269.02 g/mol. The calculation puts the HOMO energy at -7.79 eV. The value obtained for the LUMO energy is 2.43 eV.

=====

Which of these has the highest total charge?
C8H18Cl2O3PSSn